An isolated ion of composition C5H10N4O and charge +2, computed with wB97M-V/def2-TZVPD.

Frontier orbital gap (alpha / beta)   7.9906 / 4.9735 eV
Multiplicity   3
Total charge   +2
Energy relative to the best compared isomer or geometry (same formula, charge and spin)   0.0 kcal/mol
LUMO level (alpha / beta)   -0.283 / -0.491 Ha

Each line ends with the Löwdin spin population.
Geometry (Å):
O (1.031, -1.646, 1.173)  0.05
N (-1.070, 0.207, -0.026)  0.15
N (0.262, 2.056, 0.507)  0.58
N (0.631, -2.572, -0.866)  0.00
N (2.441, 1.211, 0.160)  0.51
C (0.126, -0.165, -0.165)  0.10
C (1.146, 1.069, 0.218)  0.37
C (-2.203, -0.745, -0.163)  0.01
C (0.701, -1.606, 0.013)  0.00
C (-1.081, 1.636, 0.454)  0.10
H (-3.072, -0.252, -0.536)  0.00
H (2.855, 1.983, 0.557)  0.01
H (-1.647, 1.830, 1.363)  0.03
H (-1.493, 2.210, -0.436)  0.06
H (0.623, -2.471, -1.860)  0.00
H (3.156, 0.616, -0.280)  0.01
H (1.266, -3.352, -0.782)  0.00
H (0.616, 2.930, 0.835)  0.01
H (-2.341, -1.293, 0.664)  0.00
H (-1.948, -1.645, -0.831)  0.00

=====

An isolated ion of composition C5H10N4O2 and charge +2, computed with wB97M-V/def2-TZVPD.

Frontier orbital gap (alpha / beta)   5.7181 / 7.4899 eV
Multiplicity   3
Total charge   +2
Energy relative to the best compared isomer or geometry (same formula, charge and spin)   0.0 kcal/mol
LUMO level (alpha / beta)   -0.268 / -0.367 Ha

Each line ends with the Löwdin spin population.
Geometry (Å):
O (-1.372, -1.161, 1.619)  0.20
O (0.727, -0.454, -2.501)  0.01
N (0.121, -1.022, -0.386)  0.10
N (-0.440, 1.062, -1.378)  0.02
N (0.928, -2.197, -0.384)  0.08
N (-0.114, 2.052, -2.428)  0.01
C (-0.399, 0.419, 2.913)  0.14
C (-1.386, -0.509, 2.845)  0.48
C (0.303, 0.391, 1.641)  0.34
C (0.183, -0.157, -1.467)  0.02
C (-0.360, -0.577, 0.859)  0.54
H (-0.048, 1.209, 3.608)  0.00
H (0.875, 2.617, -2.328)  0.00
H (0.468, -2.998, -0.687)  0.00
H (-0.102, 1.574, -3.336)  0.00
H (-1.959, -1.090, 3.621)  0.02
H (1.736, -2.038, -1.088)  0.01
H (-0.550, 1.536, -0.490)  0.01
H (1.288, -2.315, 0.654)  0.00
H (-0.960, 2.637, -2.509)  0.00
H (1.061, 1.021, 1.225)  0.02